The following is a DFT calculation (ωB97M-V/def2-TZVPD) of a 2-piece molecular cluster, C5H12O overall.

The calculation puts the orbital gap at 0.376 hartree. The calculation puts the total energy at -7425.884 eV. The charge is 0. For the relative energy (zero: lowest compared OMol25 entry of this formula, charge and spin), the calculation gives 1.428 eV. The highest occupied orbital energy is -0.342 Ha. As for the structure (SMILES): C=CO.CCC.

CARTESIAN COORDINATES (ANGSTROEM)
1 O 1.515 -1.142 1.211
2 C -0.109 1.654 -0.307
3 C 0.785 -3.363 0.693
4 C -0.144 0.973 -1.658
5 C 0.749 -2.263 1.432
6 C -1.464 2.202 0.178
7 H 1.412 -3.428 -0.188
8 H 2.218 -1.471 0.627
9 H -2.205 1.408 0.119
10 H 0.081 -2.095 2.268
11 H -1.686 3.102 -0.371
12 H 0.289 0.926 0.404
13 H 0.547 2.526 -0.207
14 H -0.846 0.140 -1.668
15 H -1.415 2.488 1.229
16 H 0.846 0.721 -2.039
17 H -0.523 1.671 -2.421
18 H -0.050 -4.048 0.699

Forces on atoms 1 to 2 (eV/Å):
0.50 -1.13 0.12
0.01 0.21 1.14

Results of the natural (NBO) charge analysis, in e, for atoms 1 through 6: -0.68 -0.40 -0.55 -0.61 0.16 -0.60

=====

The following is a DFT calculation (ωB97M-V/def2-TZVPD) of C5H12O as an isolated structure.

The calculation puts the orbital gap at 0.311 hartree. The calculation puts the total energy at -7423.067 eV. The charge is 0. For the relative energy (zero: lowest compared OMol25 entry of this formula, charge and spin), the calculation gives 4.244 eV. The highest occupied orbital energy is -0.272 Ha.

CARTESIAN COORDINATES (ANGSTROEM)
1 O 0.920 -0.091 0.620
2 C -0.222 1.740 -0.454
3 C -0.134 0.298 -0.057
4 C 2.129 0.419 0.408
5 C -1.383 -0.492 0.221
6 C -1.136 -1.979 0.459
7 H -1.911 -0.057 1.086
8 H -1.199 1.952 -0.896
9 H 2.206 1.490 0.245
10 H 2.890 -0.080 0.996
11 H -0.490 -2.138 1.327
12 H 0.553 2.025 -1.174
13 H -2.081 -2.502 0.635
14 H -2.054 -0.355 -0.635
15 H -0.096 2.385 0.432
16 H 0.958 -0.184 -1.562
17 H -0.647 -2.431 -0.410
18 H 1.745 -0.055 -1.365

Forces on atoms 1 to 2 (eV/Å):
-0.18 -0.07 -0.11
0.00 -0.03 -0.08

Results of the natural (NBO) charge analysis, in e, for atoms 1 through 6: -0.39 -0.70 0.34 -0.24 -0.46 -0.60

=====

The following is a DFT calculation (ωB97M-V/def2-TZVPD) of C5H12O in the gas phase.

The calculation puts the orbital gap at 0.399 hartree. The calculation puts the total energy at -7423.823 eV. The charge is 0. For the relative energy (zero: lowest compared OMol25 entry of this formula, charge and spin), the calculation gives 3.489 eV. The highest occupied orbital energy is -0.360 Ha. As for the structure (SMILES): CCOC(C)C.

CARTESIAN COORDINATES (ANGSTROEM)
1 O 0.371 0.560 0.103
2 C 1.410 1.416 -1.885
3 C -0.779 -1.706 0.408
4 C 0.559 0.244 -1.279
5 C -0.608 0.200 2.165
6 C -0.754 -0.191 0.631
7 H 0.374 -0.114 2.443
8 H -1.352 -2.167 1.434
9 H -0.604 1.261 2.167
10 H -1.391 -0.102 2.984
11 H 1.140 -0.894 -1.292
12 H -1.399 -2.160 -0.570
13 H -0.478 0.220 -1.915
14 H 0.804 2.479 -1.805
15 H 1.489 1.194 -3.002
16 H 2.522 1.640 -1.274
17 H 0.402 -2.084 0.377
18 H -1.705 0.203 0.309

Forces on atoms 1 to 2 (eV/Å):
-1.55 -1.41 -1.30
0.68 1.67 0.65

Results of the natural (NBO) charge analysis, in e, for atoms 1 through 6: -0.56 -0.64 -0.67 -0.08 -0.62 0.07

=====

The following is a DFT calculation (ωB97M-V/def2-TZVPD) of a 2-piece molecular cluster, C5H12O overall.

The calculation puts the orbital gap at 0.330 hartree. The calculation puts the total energy at -7425.996 eV. The charge is 0. For the relative energy (zero: lowest compared OMol25 entry of this formula, charge and spin), the calculation gives 1.316 eV. The highest occupied orbital energy is -0.303 Ha. As for the structure (SMILES): CC=C(C)C.O.

CARTESIAN COORDINATES (ANGSTROEM)
1 O -2.106 0.888 0.905
2 C 0.130 -1.745 -0.036
3 C -0.294 0.667 -1.971
4 C 1.698 -0.114 1.298
5 C 0.402 0.648 -0.645
6 C 0.807 -0.404 0.116
7 H -0.216 -1.797 -1.088
8 H -0.734 1.644 -2.162
9 H -0.639 -1.820 0.724
10 H -1.093 -0.064 -1.975
11 H 2.066 0.903 1.205
12 H 2.467 -0.896 1.369
13 H 0.368 0.466 -2.830
14 H 0.449 1.627 -0.181
15 H -2.644 0.174 1.255
16 H 0.822 -2.566 0.089
17 H -1.472 1.245 1.564
18 H 1.138 -0.164 2.258

Forces on atoms 1 to 2 (eV/Å):
0.38 0.69 -0.02
1.31 0.44 -1.30

Results of the natural (NBO) charge analysis, in e, for atoms 1 through 6: -0.95 -0.65 -0.66 -0.64 -0.17 0.01

=====

The following is a DFT calculation (ωB97M-V/def2-TZVPD) of C5H12O in the gas phase.

The calculation puts the orbital gap at 0.408 hartree. The calculation puts the total energy at -7426.986 eV. The charge is 0. For the relative energy (zero: lowest compared OMol25 entry of this formula, charge and spin), the calculation gives 0.326 eV. The highest occupied orbital energy is -0.372 Ha. As for the structure (SMILES): CCC[C@@H](C)O.

CARTESIAN COORDINATES (ANGSTROEM)
1 O -0.246 -1.205 -2.222
2 C 0.181 -0.629 -0.973
3 C 0.750 1.571 1.196
4 C -0.591 0.873 0.983
5 C -0.844 0.395 -0.483
6 C 0.255 -1.846 -0.053
7 H 0.851 -2.640 -0.511
8 H -0.133 -0.530 -2.934
9 H 0.749 -1.612 0.924
10 H 1.516 0.820 1.081
11 H 1.157 -0.159 -1.102
12 H -0.814 1.321 -1.139
13 H -0.761 -2.221 0.101
14 H 0.834 1.925 2.244
15 H -1.824 -0.051 -0.564
16 H -1.379 1.573 1.291
17 H 0.966 2.375 0.476
18 H -0.667 0.040 1.684

Forces on atoms 1 to 2 (eV/Å):
0.31 1.18 -0.93
-0.52 -0.66 -0.04

Results of the natural (NBO) charge analysis, in e, for atoms 1 through 6: -0.73 0.09 -0.61 -0.40 -0.42 -0.63

=====

The following is a DFT calculation (ωB97M-V/def2-TZVPD) of a 3-piece molecular cluster, C5H12O overall.

The calculation puts the orbital gap at 0.381 hartree. The calculation puts the total energy at -7424.746 eV. The charge is 0. For the relative energy (zero: lowest compared OMol25 entry of this formula, charge and spin), the calculation gives 2.565 eV. The highest occupied orbital energy is -0.349 Ha. As for the structure (SMILES): C=C(C)C.[H][H].C=O.

CARTESIAN COORDINATES (ANGSTROEM)
1 O -1.470 -0.134 -2.491
2 C 1.533 0.358 0.808
3 C -0.391 -0.624 -2.269
4 C -0.838 0.424 1.764
5 C 0.171 -0.280 0.900
6 C -0.108 -1.457 0.339
7 H 1.456 1.444 0.681
8 H 2.122 -0.042 -0.024
9 H 0.501 -0.014 -2.019
10 H -1.840 0.004 1.637
11 H -0.547 0.294 2.814
12 H -0.799 1.786 -1.875
13 H 0.648 -2.032 -0.193
14 H -0.880 1.502 1.571
15 H -1.101 -1.895 0.408
16 H -0.225 -1.716 -2.314
17 H 2.095 0.182 1.733
18 H -0.329 2.200 -1.469

Forces on atoms 1 to 2 (eV/Å):
0.41 -0.31 -0.02
0.05 -0.01 -0.01

Results of the natural (NBO) charge analysis, in e, for atoms 1 through 6: -0.52 -0.65 0.28 -0.65 0.05 -0.44

=====

| no. | F_max (eV/Å) |
| --- | --- |
| 1 | 1.6 |
| 2 | 0.3 |
| 3 | 4.0 |
| 4 | 1.9 |
| 5 | 1.6 |
| 6 | 0.5 |